Entry from OMol25: 2 unconnected molecules or ions with the total composition C4H7NO3 in a non-equilibrium geometry (wB97M-V/def2-TZVPD).

Geometry as XYZ:
```
15
Properties=species:S:1:pos:R:3:forces:R:3:nbo_charge:R:1
C 2.054233 -0.435228 0.887730 -0.2237 0.0047 -0.1276 -0.53
H -2.046394 -0.379505 -1.167068 -0.7918 0.4478 0.4067 0.49
H 2.862617 -1.041475 1.258006 0.1074 -0.1352 -0.0589 0.21
C -0.719562 1.865241 0.835088 -0.1824 -0.2066 0.1633 -0.45
H 1.883723 0.509423 1.369147 -0.0480 0.1582 -0.0059 0.23
O -0.462721 -0.477072 -1.640411 0.3823 -0.2529 -0.6920 -0.57
O 1.373066 -2.018170 -0.767015 -0.4252 0.1929 -0.1823 -0.63
O -2.858216 -0.045337 -0.669123 0.3789 -0.4528 -0.5108 -1.00
H -3.535891 0.005316 -1.351494 0.0172 0.0033 0.1316 0.46
H -1.485791 1.832090 1.598228 -0.1087 -0.1001 -0.0350 0.25
H 2.193289 -2.469434 -0.543963 0.0303 0.1610 0.1585 0.50
H -0.264384 2.824765 0.641254 0.1691 0.0863 -0.1736 0.24
C -0.382617 0.802449 0.185145 1.0140 -0.0348 -0.1634 0.37
C 1.259315 -0.866804 -0.086178 1.0919 -0.4644 0.4689 0.45
N 0.129333 -0.106261 -0.549346 -1.4113 0.5928 0.6205 -0.01
```
Positions in Å, forces in eV/Å.

Properties
HOMO (alpha / beta) in eV: -8.834 / -8.833
Relative energy (zero: lowest compared OMol25 entry of this formula, charge and spin) in eV: 6.092
SMILES: C=C=[N+]([O-])C(=C)O.O